No. 1
C24H53F2NO16 | ωB97M-V with the def2-TZVPD basis set

HOMO energy   -7.6 eV
Relative energy (zero: lowest compared OMol25 entry of this formula, charge and spin)   25.00 kJ/mol

Each atom is followed by the atoms it is bonded to, with distances in Å.
CARTESIAN COORDINATES (ANGSTROEM)
1 N 1.205 0.593 -0.363  H2 1.207, H3 1.087, H4 0.928, H5 0.906
2 H 2.117 0.109 -0.989  N1 1.207
3 H 0.610 -0.031 0.299  N1 1.087
4 H 0.697 1.028 -1.008  N1 0.928
5 H 1.764 1.136 0.100  N1 0.906
6 O 2.405 -1.580 1.092  H7 0.971
7 H 2.982 -2.322 1.337  O6 0.971
8 C 0.531 -1.107 3.790  C9 1.472, O13 1.387, H15 1.040, H16 1.143
9 C -0.077 -2.418 4.066  C8 1.472, O10 1.387, F14 1.357, H17 1.048
10 O -1.209 -2.095 4.799  C9 1.387, C11 1.304
11 C -1.366 -0.802 4.730  O10 1.304, O12 1.235, O13 1.220
12 O -2.274 -0.251 5.361  C11 1.235
13 O -0.428 -0.205 4.227  C8 1.387, C11 1.220
14 F 0.684 -3.395 4.623  C9 1.357
15 H 0.783 -1.149 2.782  C8 1.040
16 H 1.462 -0.962 4.437  C8 1.143
17 H -0.376 -2.780 3.129  C9 1.048
18 C 5.745 -1.856 -0.622  C19 1.472, O23 1.441, H25 1.255, H26 1.029
19 C 5.460 -0.475 -0.200  C18 1.472, O20 1.432, F24 1.337, H27 1.073
20 O 5.020 0.125 -1.424  C19 1.432, C21 1.356
21 C 4.923 -0.794 -2.415  O20 1.356, O22 1.226, O23 1.250
22 O 4.545 -0.345 -3.491  C21 1.226
23 O 5.169 -1.924 -1.941  C18 1.441, C21 1.250
24 F 6.511 0.230 0.231  C19 1.337
25 H 5.093 -2.715 0.020  C18 1.255
26 H 6.745 -2.061 -0.493  C18 1.029
27 H 4.762 -0.310 0.598  C19 1.073
28 C -1.820 2.424 1.332  O29 1.409, H37 1.154, H38 1.184, H39 1.173
29 O -1.680 1.621 0.182  C28 1.409, C30 1.455
30 C -2.059 2.388 -0.994  O29 1.455, C31 1.597, H40 0.981, H41 1.045
31 C -2.097 1.576 -2.369  C30 1.597, O32 1.297, H42 1.168, H43 1.092
32 O -0.908 1.099 -2.572  C31 1.297, C33 1.475
33 C -0.844 0.345 -3.838  O32 1.475, C34 1.520, H44 1.087, H45 1.077
34 C 0.495 -0.375 -3.843  C33 1.520, O35 1.434, H46 1.110, H47 1.027
35 O 0.468 -1.218 -2.684  C34 1.434, C36 1.470
36 C 1.615 -2.138 -2.701  O35 1.470, H48 1.042, H49 1.103, H50 1.033
37 H -1.154 3.318 1.033  C28 1.154
38 H -1.395 1.878 2.293  C28 1.184
39 H -2.976 2.588 1.434  C28 1.173
40 H -1.738 3.313 -1.054  C30 0.981
41 H -3.075 2.558 -0.819  C30 1.045
42 H -2.467 2.280 -3.225  C31 1.168
43 H -2.829 0.766 -2.359  C31 1.092
44 H -1.067 0.953 -4.711  C33 1.087
45 H -1.735 -0.258 -3.895  C33 1.077
46 H 1.269 0.412 -3.735  C34 1.110
47 H 0.584 -0.886 -4.729  C34 1.027
48 H 2.067 -2.021 -1.770  C36 1.042
49 H 2.395 -1.852 -3.426  C36 1.103
50 H 1.303 -3.122 -2.737  C36 1.033
51 C 3.389 1.714 2.981  O52 1.302, H60 0.996, H61 1.168, H62 1.030
52 O 3.149 2.328 1.857  C51 1.302, C53 1.407
53 C 2.088 3.226 2.077  O52 1.407, C54 1.499, H63 1.122, H64 1.149
54 C 1.959 4.319 1.060  C53 1.499, O55 1.268, H65 1.015, H66 1.025
55 O 1.631 3.778 -0.039  C54 1.268, C56 1.418
56 C 1.634 4.613 -1.184  O55 1.418, C57 1.543, H67 0.905, H68 1.072
57 C 1.656 3.753 -2.466  C56 1.543, O58 1.374, H69 1.138, H70 0.982
58 O 2.532 2.696 -2.407  C57 1.374, C59 1.412
59 C 3.750 2.950 -3.075  O58 1.412, H71 1.044, H72 1.065, H73 0.993
60 H 2.642 1.166 3.349  C51 0.996
61 H 3.936 2.312 3.821  C51 1.168
62 H 4.000 0.914 2.763  C51 1.030
63 H 2.359 3.865 2.959  C53 1.122
64 H 1.113 2.668 2.319  C53 1.149
65 H 2.739 4.954 0.925  C54 1.015
66 H 1.190 4.967 1.262  C54 1.025
67 H 2.340 5.178 -1.226  C56 0.905
68 H 0.697 5.130 -1.128  C56 1.072
69 H 1.891 4.518 -3.275  C57 1.138
70 H 0.803 3.321 -2.690  C57 0.982
71 H 4.534 2.273 -3.203  C59 1.044
72 H 4.331 3.543 -2.406  C59 1.065
73 H 3.464 3.408 -3.909  C59 0.993
74 C -7.140 -5.070 -1.092  O75 1.428, H83 1.178, H84 1.150, H85 1.237
75 O -6.203 -4.213 -0.441  C74 1.428, C76 1.554
76 C -6.911 -3.288 0.587  O75 1.554, C77 1.572, H86 1.076, H87 1.098
77 C -5.885 -2.777 1.663  C76 1.572, O78 1.247, H88 1.133, H89 1.135
78 O -4.824 -2.499 1.068  C77 1.247, C79 1.409
79 C -3.933 -1.696 1.806  O78 1.409, C80 1.431, H90 1.171, H91 1.210
80 C -2.750 -1.518 1.019  C79 1.431, O81 1.450, H92 1.178, H93 1.051
81 O -2.131 -2.745 0.556  C80 1.450, C82 1.450
82 C -0.778 -2.604 0.052  O81 1.450, H94 1.077, H95 1.104, H96 1.037
83 H -7.746 -5.804 -0.398  C74 1.178
84 H -6.422 -5.832 -1.569  C74 1.150
85 H -7.927 -4.430 -1.800  C74 1.237
86 H -7.633 -3.903 1.094  C76 1.076
87 H -7.382 -2.368 0.216  C76 1.098
88 H -5.580 -3.594 2.387  C77 1.133
89 H -6.444 -1.932 2.174  C77 1.135
90 H -3.691 -2.286 2.787  C79 1.171
91 H -4.209 -0.607 2.255  C79 1.210
92 H -1.979 -0.982 1.729  C80 1.178
93 H -3.042 -0.882 0.235  C80 1.051
94 H -0.389 -3.443 -0.501  C82 1.077
95 H -0.106 -2.578 0.928  C82 1.104
96 H -0.559 -1.835 -0.607  C82 1.037

=====

No. 2
C6H9O2 | ωB97M-V with the def2-TZVPD basis set

HOMO energy   -3.8 eV
Relative energy (zero: lowest compared OMol25 entry of this formula, charge and spin)   74.06 kJ/mol
Structure (SMILES)   C/C=C/CCC(=O)[O-]
Net charge   -1

Each atom is followed by the atoms it is bonded to, with distances in Å.
CARTESIAN COORDINATES (ANGSTROEM)
1 C 2.981 -1.130 1.469  C2 1.541, H9 1.097, H10 1.088, H11 1.100
2 C 2.265 -1.121 0.105  C1 1.541, C3 1.329, H12 1.073
3 C 1.153 -0.393 0.061  C2 1.329, C4 1.532, H13 1.086
4 C 0.046 -0.677 -0.960  C3 1.532, C5 1.505, H14 1.099, H15 1.102
5 C -1.319 -0.514 -0.346  C4 1.505, C6 1.629, H16 1.085, H17 1.086
6 C -1.741 1.055 -0.232  C5 1.629, O7 1.248, O8 1.240
7 O -0.986 1.747 0.481  C6 1.248
8 O -2.796 1.363 -0.807  C6 1.240
9 H 2.378 -1.435 2.332  C1 1.097
10 H 3.485 -0.181 1.644  C1 1.088
11 H 3.807 -1.845 1.597  C1 1.100
12 H 2.562 -1.850 -0.625  C2 1.073
13 H 0.909 0.251 0.900  C3 1.086
14 H 0.137 -1.703 -1.346  C4 1.099
15 H 0.344 -0.004 -1.781  C4 1.102
16 H -2.115 -0.825 -1.014  C5 1.085
17 H -1.431 -0.896 0.665  C5 1.086

=====

no.,DFT total energy (Ha),orbital gap (eV)
1,-2403.95162,7.99
2,-384.51735,7.37